Run 1
Density functional theory data (ωB97M-V/def2-TZVPD) for C6H8N as an isolated structure.

Structure (XYZ):
```
15
Properties=species:S:1:pos:R:3:mulliken_charge:R:1
C 1.573 -0.379 -0.036 -0.385
H -2.298 1.022 0.901 0.275
C -1.692 0.903 0.120 -0.162
H 0.723 1.254 -1.449 0.310
C -0.784 -1.552 -0.342 -0.542
H 1.151 1.722 0.192 0.374
H -1.178 -2.502 -0.499 0.426
N -0.258 0.483 0.398 0.106
H 2.147 -0.136 0.908 0.234
C -1.364 -0.384 -0.318 0.068
H 2.263 -0.781 -0.805 0.367
C 0.862 0.945 -0.370 -0.651
H -1.712 1.710 -0.665 0.252
C 0.273 -0.996 0.505 -0.036
H 0.294 -1.309 1.460 0.364
```

Output
LUMO level	-3.66	eV
spin multiplicity	1
highest occupied orbital energy	-15.1	eV
total charge	+1
Kohn-Sham gap	11.461	eV

***

Run 2
Density functional theory data (ωB97M-V/def2-TZVPD) for an isolated ion of composition C6H8N and charge +1.

Structure (XYZ):
```
15
Properties=species:S:1:pos:R:3:mulliken_charge:R:1
H -0.019 -2.167 0.536 0.340
H 2.677 0.280 0.525 0.319
C -0.764 -0.329 0.018 0.248
H -0.271 -2.126 -1.375 0.331
H 2.215 -0.349 -1.094 0.394
H -2.098 1.352 -0.830 0.391
N 0.024 1.757 -0.678 -0.350
H 0.916 -1.110 -0.397 -0.040
C 1.083 1.249 -0.383 0.726
C -1.364 0.489 1.130 -0.612
C -1.209 1.066 -0.284 -0.158
H -0.685 0.782 1.918 0.269
H -2.327 0.348 1.462 0.326
C -0.136 -1.501 -0.306 -0.129
C 1.957 0.259 -0.241 -1.054
```

Output
LUMO level (spin up / spin down)	-6.41 / -6.41	eV
spin multiplicity	1
highest occupied orbital energy (spin up / spin down)	-14.0 / -14.0	eV
total charge	+1
Kohn-Sham gap (spin up / spin down)	7.554 / 7.555	eV

***

Which one sits at the top of the stability order? run 1 does.

***

Run 1
Density functional theory data (ωB97M-V/def2-TZVPD) for an isolated ion of composition C6H8N and charge +1.

Structure (XYZ):
```
15
Properties=species:S:1:pos:R:3:mulliken_charge:R:1
C 0.283 -0.571 1.433 -0.306
C -0.037 0.758 -1.431 -0.261
H -2.261 1.053 -1.395 0.283
H 1.027 -0.474 2.226 0.311
H 1.808 -1.720 0.375 0.311
C -0.258 1.730 -0.510 0.539
C 0.698 -1.877 0.674 -1.173
N 0.282 1.895 0.722 -0.362
H 0.665 0.330 -2.130 0.400
H 0.021 -2.343 -0.148 0.315
H 0.791 -2.693 1.302 0.429
C -1.355 1.574 -1.500 -0.569
H -1.371 2.434 -2.126 0.269
H -0.618 -0.777 1.888 0.346
C 0.326 0.680 0.621 0.467
```

Output
LUMO level	-5.00	eV
spin multiplicity	1
highest occupied orbital energy	-15.6	eV
total charge	+1
Kohn-Sham gap	10.625	eV

***

Run 2
Density functional theory data (ωB97M-V/def2-TZVPD) for an isolated ion of composition C6H8N and charge +1.

Structure (XYZ):
```
15
Properties=species:S:1:pos:R:3:mulliken_charge:R:1
H -3.261 1.431 -1.296 0.338
C -1.372 0.783 -0.724 0.060
H 3.536 -1.204 1.130 0.266
C -0.202 0.352 -1.088 -0.044
C 1.661 -0.479 1.804 0.028
C 0.997 -0.309 -0.691 -0.172
H 1.107 -0.318 2.765 0.304
H -3.045 -0.389 -0.736 0.283
H 1.624 -0.784 -1.473 0.318
H -2.830 1.111 0.542 0.310
C -2.760 0.718 -0.544 -0.737
N 1.469 -0.495 0.554 -0.030
H 2.360 -2.544 1.107 0.282
C 2.511 -1.486 1.210 -0.558
H -0.257 0.714 -2.111 0.352
```

Output
LUMO level (spin up / spin down)	-5.21 / -5.21	eV
spin multiplicity	1
highest occupied orbital energy (spin up / spin down)	-11.8 / -11.8	eV
total charge	+1
Kohn-Sham gap (spin up / spin down)	6.597 / 6.597	eV

***

Which one sits at the top of the stability order? run 1 does.

***

Run 1
Density functional theory data (ωB97M-V/def2-TZVPD) for C25H27As2InN4O as an isolated structure.

Structure (XYZ):
```
60
Properties=species:S:1:pos:R:3:mulliken_charge:R:1
H 0.239 -4.217 0.403 0.402
H 4.301 -0.679 3.878 0.352
H -1.208 -0.908 3.690 0.231
C 2.281 3.341 -3.896 -0.946
As 1.915 0.550 2.622 0.691
H -1.002 2.723 1.669 0.521
H 2.142 -2.587 -0.245 0.391
H 3.312 -0.457 -3.638 0.160
H 3.277 1.489 -3.998 0.323
N 1.746 -0.566 -0.918 -0.062
H 3.586 -2.732 -2.567 0.443
H 2.816 3.743 -4.744 0.429
H 1.124 5.121 -3.545 0.442
H -3.201 3.666 2.324 0.518
H -1.471 -3.751 0.458 0.416
H -4.993 -0.040 1.078 0.531
C 3.285 -3.876 3.523 -0.821
N -6.597 2.788 2.395 -0.336
In 0.313 0.213 0.502 1.577
C -3.130 2.659 1.938 -0.614
H 2.152 1.031 5.053 0.432
C 0.920 2.297 -1.672 0.447
C 2.284 -1.843 -1.010 -0.273
C 3.552 1.475 2.185 -1.284
H -1.108 -2.655 4.015 0.477
C -4.130 0.589 1.242 -0.716
H 3.609 -4.887 3.733 0.440
C -2.864 0.141 0.930 -0.383
C 3.011 -1.929 -2.142 -0.962
C 2.061 -3.660 2.904 -0.514
C 2.438 -1.277 2.978 0.167
C -1.904 2.130 1.589 -0.312
C 0.672 3.598 -2.127 -0.720
H 3.302 2.468 1.816 0.447
H -2.723 -0.847 0.506 0.585
H 4.178 1.563 3.070 0.479
C 1.335 4.111 -3.217 -0.485
N -1.768 0.887 1.109 0.018
C 4.084 -2.801 3.873 -0.808
H 1.259 2.348 4.252 0.435
H -0.736 -4.557 1.859 0.470
C -5.562 2.381 2.115 -0.311
C 1.626 -2.367 2.627 0.350
C 3.661 -1.508 3.600 -0.772
H 5.036 -2.965 4.357 0.435
H 4.076 0.919 1.409 0.388
H -0.060 4.184 -1.589 0.467
C 2.140 0.119 -2.003 0.615
H 1.452 -4.516 2.644 0.373
H 0.433 0.821 4.650 0.309
C -1.325 -1.902 3.260 -1.032
C 1.372 1.268 4.330 -1.106
C 1.853 1.503 -2.364 0.868
C -4.264 1.872 1.766 0.661
C -0.561 -3.855 1.046 -1.350
C 2.526 2.061 -3.468 -0.896
O 0.235 1.902 -0.593 -0.660
N 2.905 -0.700 -2.751 -0.052
As -0.099 -2.130 1.777 0.659
H -2.348 -2.021 2.908 0.464
```

Output
LUMO level	-6.00	eV
spin multiplicity	1
highest occupied orbital energy	-13.2	eV
total charge	+2
Kohn-Sham gap	7.213	eV

***

Run 2
Density functional theory data (ωB97M-V/def2-TZVPD) for C25H27As2InN4O as an isolated structure.

Structure (XYZ):
```
60
Properties=species:S:1:pos:R:3:mulliken_charge:R:1
C 3.106 1.416 -1.853 -1.057
H 1.272 3.851 2.524 0.464
C 0.072 -2.670 -2.512 -0.557
C 2.305 1.029 1.871 0.013
C 0.128 -4.016 -2.822 -0.643
H -0.088 4.173 1.422 0.419
H 4.501 -1.315 0.753 0.317
H 2.557 2.334 -1.647 0.313
C 2.868 1.245 3.124 -0.694
C 0.846 3.632 1.545 -1.173
H 4.144 1.544 -1.549 0.417
H 3.081 -1.775 -2.528 0.434
C -5.875 0.113 0.038 -0.875
C -4.093 -1.393 -0.560 -0.465
C 0.093 -4.935 -1.776 0.709
H 2.397 1.922 3.827 0.320
H 1.551 3.925 0.770 0.340
N -3.185 3.413 -0.594 -0.032
C -1.100 3.424 -1.193 -0.677
C -2.820 2.129 -0.788 0.645
H -0.089 2.048 3.906 0.455
H 5.444 -0.936 2.966 0.417
C -0.058 -3.103 -0.264 -0.606
C -0.423 1.365 3.127 -1.227
C -5.049 1.189 -0.198 -0.781
H -6.893 0.273 0.364 0.429
C -0.005 -4.469 -0.468 -0.663
C -3.725 1.002 -0.618 0.772
H 3.058 1.197 -2.918 0.427
H -2.203 5.313 -0.816 0.466
As 2.330 -0.063 -0.863 0.647
C 4.014 0.567 3.507 -0.837
H -0.148 -2.709 0.743 0.561
H -0.119 3.693 -1.548 0.507
N 0.223 -7.469 -2.251 -0.346
H 3.003 -2.501 -0.910 0.424
H 4.450 0.749 4.480 0.431
C -2.123 4.241 -0.856 -0.558
H 0.081 -1.930 -3.306 0.512
N -0.012 -2.215 -1.261 0.210
C 2.926 0.150 0.976 0.569
H 0.191 -4.344 -3.849 0.533
As 0.542 1.713 1.479 0.665
In -0.287 0.262 -0.862 1.573
C 4.575 -0.372 2.656 -0.826
H -6.036 -2.027 0.050 0.430
H -3.711 -2.391 -0.732 0.503
H -0.238 0.339 3.437 0.390
C 0.160 -6.343 -2.042 -0.366
H -1.489 1.508 2.960 0.411
H -4.103 3.716 -0.311 0.175
H -0.043 -5.155 0.366 0.541
H -5.449 2.186 -0.057 0.336
C 3.298 -1.618 -1.472 -1.449
C -3.262 -0.306 -0.841 0.319
O -2.062 -0.528 -1.388 -0.685
H 4.361 -1.419 -1.350 0.545
N -1.528 2.110 -1.148 -0.211
C -5.389 -1.181 -0.137 -0.575
C 4.030 -0.589 1.400 -0.334
```

Output
LUMO level	-6.39	eV
spin multiplicity	1
highest occupied orbital energy	-13.4	eV
total charge	+2
Kohn-Sham gap	6.966	eV

***

Which one sits at the top of the stability order? run 1 does.

***

Run 1
Density functional theory data (ωB97M-V/def2-TZVPD) for one molecule with the formula C3H8OS2.

Structure (XYZ):
```
14
Properties=species:S:1:pos:R:3:mulliken_charge:R:1
H 1.813 -0.418 -0.189 0.303
C -0.451 0.589 -1.464 -0.433
H 0.249 1.455 0.349 0.289
H -1.546 0.396 -1.645 0.284
H 0.144 -0.259 -1.963 0.242
C -0.146 0.458 0.037 -0.339
S 1.377 -0.553 2.054 -0.041
C 0.862 -0.614 0.381 -0.681
H -0.989 -1.818 2.882 0.144
H -0.909 2.227 -2.342 0.341
H -1.053 0.391 0.724 0.298
H 0.360 -1.629 0.111 0.336
O -0.060 1.881 -1.917 -0.519
S 0.348 -2.106 2.982 -0.225
```

Output
LUMO level	0.47	eV
spin multiplicity	1
highest occupied orbital energy	-8.8	eV
Kohn-Sham gap	9.251	eV
structure (SMILES)	OCCCSS

***

Run 2
Density functional theory data (ωB97M-V/def2-TZVPD) for one molecule with the formula C3H8OS2.

Structure (XYZ):
```
14
Properties=species:S:1:pos:R:3:mulliken_charge:R:1
C -0.440 -1.002 -0.552 -0.760
C -2.523 0.349 0.385 -0.364
C -1.149 0.346 -0.414 -0.324
H -0.521 1.101 0.284 0.244
H -3.207 2.369 0.106 0.303
S 1.434 -0.631 -0.914 -0.070
H 3.377 0.496 0.322 0.157
H -2.287 0.168 1.460 0.234
S 2.320 -0.077 0.900 -0.193
H -1.077 0.754 -1.448 0.306
H -0.890 -1.517 -1.404 0.363
O -3.413 1.485 0.512 -0.541
H -0.349 -1.656 0.328 0.366
H -3.130 -0.431 -0.029 0.280
```

Output
LUMO level	0.41	eV
spin multiplicity	1
highest occupied orbital energy	-8.3	eV
Kohn-Sham gap	8.709	eV
structure (SMILES)	OCCCSS

***

Which one sits at the top of the stability order? run 1 does.